{
  "formula": "C56H128F12N8O18S4",
  "method": "ωB97M-V/def2-TZVPD",
  "species": ["C", "F", "F", "F", "S", "O", "O", "N", "S", "O", "O", "C", "F", "F", "F", "C", "C", "C", "C", "N", "C", "C", "C", "C", "C", "H", "H", "H", "H", "H", "H", "H", "H", "H", "H", "H", "H", "H", "H", "H", "H", "H", "H", "H", "H", "C", "C", "C", "C", "N", "C", "C", "C", "C", "C", "H", "H", "H", "H", "H", "H", "H", "H", "H", "H", "H", "H", "H", "H", "H", "H", "H", "H", "H", "H", "C", "O", "C", "C", "N", "H", "H", "C", "C", "O", "C", "H", "H", "H", "H", "H", "H", "H", "H", "H", "H", "H", "H", "H", "H", "C", "O", "C", "C", "N", "H", "H", "C", "C", "O", "C", "H", "H", "H", "H", "H", "H", "H", "H", "H", "H", "H", "H", "H", "H", "C", "O", "C", "C", "N", "H", "H", "C", "C", "O", "C", "H", "H", "H", "H", "H", "H", "H", "H", "H", "H", "H", "H", "H", "H", "C", "C", "N", "C", "C", "C", "C", "C", "O", "C", "H", "H", "H", "H", "H", "H", "H", "H", "H", "H", "H", "H", "H", "H", "H", "H", "H", "H", "H", "H", "C", "C", "N", "C", "C", "C", "C", "C", "O", "C", "H", "H", "H", "H", "H", "H", "H", "H", "H", "H", "H", "H", "H", "H", "H", "H", "H", "H", "H", "H", "C", "F", "F", "F", "S", "O", "O", "O", "C", "F", "F", "F", "S", "O", "O", "O"],
  "coordinates": [[2.01, -3.73, 2.77], [1.51, -3.74, 1.50], [1.30, -2.81, 3.46], [1.88, -4.95, 3.38], [3.88, -3.14, 2.66], [4.54, -3.67, 3.83], [4.33, -3.57, 1.32], [3.60, -1.43, 2.61], [4.42, -0.88, 3.83], [3.90, -1.17, 5.19], [5.86, -1.20, 3.74], [4.38, 1.10, 3.63], [4.83, 1.39, 2.39], [3.13, 1.51, 3.76], [5.06, 1.68, 4.60], [4.23, 4.98, 4.72], [4.34, 5.73, 3.37], [4.52, 4.90, 2.11], [3.93, 5.68, 0.85], [3.79, 4.62, -0.33], [2.68, 3.60, 0.11], [2.00, 3.13, -1.16], [2.17, 4.29, -2.12], [3.22, 5.26, -1.65], [5.12, 3.89, -0.71], [3.35, 4.33, 4.73], [4.34, 5.70, 5.53], [5.05, 4.27, 4.84], [5.23, 6.35, 3.52], [3.47, 6.37, 3.21], [3.98, 3.97, 2.30], [5.59, 4.80, 1.94], [4.56, 6.51, 0.51], [2.95, 6.10, 1.04], [3.10, 2.72, 0.59], [2.10, 4.14, 0.86], [2.29, 2.18, -1.60], [0.99, 3.00, -0.78], [2.40, 4.01, -3.15], [1.25, 4.87, -2.08], [4.05, 5.63, -2.25], [2.73, 6.19, -1.35], [4.91, 3.27, -1.59], [5.25, 3.16, 0.08], [5.94, 4.57, -0.92], [8.55, 3.21, 3.34], [8.52, 1.65, 3.39], [9.60, 1.05, 4.33], [11.00, 1.24, 3.74], [12.22, 0.74, 4.55], [13.46, 0.62, 3.72], [14.32, -0.44, 4.29], [13.30, -1.49, 4.70], [12.07, -0.76, 5.02], [12.45, 1.65, 5.76], [8.68, 3.71, 4.30], [7.65, 3.67, 2.94], [9.39, 3.55, 2.74], [8.91, 1.25, 2.46], [7.58, 1.19, 3.70], [9.25, 0.05, 4.61], [9.47, 1.57, 5.28], [11.18, 2.28, 3.44], [11.11, 0.62, 2.85], [13.88, 1.62, 3.59], [13.22, 0.19, 2.75], [14.81, 0.02, 5.15], [15.16, -0.81, 3.69], [13.55, -2.28, 5.41], [12.99, -2.05, 3.81], [11.70, -0.76, 6.05], [11.26, -1.22, 4.46], [13.10, 1.16, 6.49], [11.48, 1.68, 6.27], [12.61, 2.68, 5.42], [2.80, -3.93, 6.83], [3.59, -5.04, 7.03], [2.98, -6.23, 6.49], [2.38, -7.08, 7.63], [3.53, -7.36, 8.62], [4.26, -7.79, 8.07], [3.82, -6.49, 9.06], [3.15, -8.53, 9.62], [1.91, -8.18, 10.47], [0.69, -8.20, 9.74], [-0.43, -7.82, 10.55], [2.39, -3.82, 5.82], [3.47, -3.09, 7.01], [2.08, -3.77, 7.64], [3.83, -6.83, 6.15], [2.28, -6.05, 5.68], [1.99, -8.02, 7.24], [1.59, -6.52, 8.13], [4.07, -8.59, 10.20], [2.99, -9.30, 8.87], [2.02, -7.19, 10.91], [1.96, -9.02, 11.17], [-0.37, -8.26, 11.55], [-1.43, -8.02, 10.18], [-0.49, -6.75, 10.75], [0.39, 2.04, 2.34], [0.98, 1.27, 1.29], [0.54, 0.00, 1.17], [1.27, -0.70, 0.02], [2.77, -0.52, 0.10], [2.90, 0.45, 0.35], [3.13, -0.98, 0.93], [3.52, -0.92, -1.22], [5.04, -0.65, -1.03], [5.30, 0.60, -0.53], [6.68, 0.82, -0.16], [0.71, 3.07, 2.23], [0.93, 1.65, 3.21], [-0.70, 1.91, 2.39], [-0.52, 0.04, 0.92], [0.62, -0.52, 2.12], [1.06, -0.23, -0.94], [1.00, -1.75, -0.09], [3.07, -0.42, -2.07], [3.31, -1.96, -1.47], [5.62, -0.87, -1.93], [5.32, -1.36, -0.25], [7.25, 0.94, -1.08], [7.09, 0.01, 0.44], [6.89, 1.63, 0.53], [8.31, -2.39, 5.99], [8.19, -3.78, 6.07], [7.23, -4.08, 7.06], [6.96, -5.59, 6.99], [6.15, -6.07, 5.78], [5.87, -7.01, 6.02], [5.29, -5.55, 5.65], [6.80, -5.82, 4.41], [5.99, -6.63, 3.31], [4.60, -6.60, 3.61], [3.93, -7.42, 2.65], [7.41, -1.77, 6.00], [8.95, -2.11, 5.15], [8.95, -2.11, 6.82], [6.35, -3.46, 7.19], [7.75, -3.92, 8.01], [6.34, -5.92, 7.83], [7.86, -6.18, 7.11], [7.82, -6.18, 4.57], [6.81, -4.74, 4.28], [6.40, -7.64, 3.41], [6.22, -6.27, 2.31], [4.19, -7.36, 1.59], [2.86, -7.25, 2.75], [4.06, -8.49, 2.87], [1.25, -0.52, 6.70], [0.90, 0.41, 7.97], [2.15, 1.19, 8.46], [1.82, 2.00, 9.72], [3.34, 0.28, 8.92], [2.92, -0.91, 9.87], [2.67, 2.15, 7.38], [1.67, 3.21, 6.84], [0.63, 2.58, 6.17], [-0.13, 3.43, 5.38], [0.25, -0.86, 6.44], [1.90, -1.38, 6.85], [1.66, -0.03, 5.82], [0.54, -0.21, 8.79], [0.02, 1.01, 7.73], [1.47, 1.23, 10.41], [0.94, 2.55, 9.41], [2.61, 2.63, 10.14], [4.11, 0.94, 9.34], [3.61, -0.12, 7.94], [3.76, -1.57, 10.10], [2.16, -1.58, 9.46], [2.60, -0.63, 10.87], [2.89, 1.47, 6.56], [3.64, 2.58, 7.65], [2.20, 3.95, 6.25], [1.35, 3.70, 7.76], [-0.89, 3.93, 5.99], [-0.67, 2.78, 4.69], [0.48, 4.14, 4.82], [-0.14, -6.94, 0.19], [0.13, -5.90, -1.01], [-0.72, -6.25, -2.26], [-2.21, -6.25, -1.94], [-0.42, -5.10, -3.28], [-0.95, -3.74, -2.81], [-0.36, -7.72, -2.84], [-1.28, -8.24, -4.02], [-0.89, -7.68, -5.25], [-1.74, -8.05, -6.39], [-1.16, -7.05, 0.56], [0.35, -6.62, 1.11], [0.30, -7.91, -0.01], [1.18, -5.84, -1.27], [-0.14, -4.91, -0.66], [-2.41, -7.14, -1.34], [-2.85, -6.27, -2.82], [-2.27, -5.35, -1.33], [-1.04, -5.47, -4.09], [0.60, -5.00, -3.66], [-0.58, -2.95, -3.46], [-0.65, -3.42, -1.81], [-2.03, -3.66, -2.93], [-0.36, -8.45, -2.04], [0.67, -7.76, -3.18], [-2.35, -8.08, -3.86], [-1.10, -9.31, -4.13], [-2.06, -9.09, -6.38], [-1.22, -7.81, -7.32], [-2.58, -7.38, -6.52], [-2.03, -0.90, 4.75], [-1.13, -1.74, 4.27], [-1.54, 0.24, 5.17], [-2.85, -0.53, 3.78], [-3.02, -1.70, 6.22], [-4.22, -0.90, 6.41], [-3.28, -3.06, 5.72], [-2.22, -1.75, 7.46], [7.22, 0.94, 7.93], [6.89, -0.29, 8.46], [7.05, 1.03, 6.57], [6.51, 1.89, 8.53], [9.11, 1.14, 8.36], [9.18, 0.83, 9.81], [9.79, 0.06, 7.57], [9.60, 2.46, 8.00]],
  "lowdin_spin": [0.0001, 0.0000, 0.0000, 0.0004, 0.0009, 0.0014, 0.0003, 0.0001, 0.0002, 0.0002, 0.0001, 0.0000, 0.0000, 0.0000, 0.0000, 0.0000, 0.0000, 0.0000, 0.0000, 0.0000, 0.0000, 0.0000, 0.0000, 0.0000, 0.0000, 0.0000, 0.0000, 0.0000, 0.0000, 0.0000, 0.0000, 0.0000, 0.0000, 0.0000, 0.0000, 0.0000, 0.0000, 0.0000, 0.0000, 0.0000, 0.0000, 0.0000, 0.0000, 0.0000, 0.0000, 0.0000, 0.0000, 0.0000, 0.0000, 0.0000, 0.0000, 0.0000, 0.0000, 0.0000, 0.0000, 0.0000, 0.0000, 0.0000, 0.0000, 0.0000, 0.0000, 0.0000, 0.0000, 0.0000, 0.0000, 0.0000, 0.0000, 0.0000, 0.0000, 0.0000, 0.0000, 0.0000, 0.0000, 0.0000, 0.0000, 0.0025, 0.0216, 0.0483, 0.0321, 0.0975, 0.1483, 0.0268, 0.0559, 0.0061, 0.0018, 0.0001, 0.0006, 0.0007, 0.0007, 0.0506, 0.0013, 0.0140, 0.0025, 0.0244, 0.0246, 0.0034, 0.0013, 0.0000, 0.0000, 0.0000, 0.0000, 0.0000, 0.0000, 0.0000, 0.0000, 0.0000, 0.0000, 0.0000, 0.0000, 0.0000, 0.0000, 0.0000, 0.0000, 0.0000, 0.0000, 0.0000, 0.0000, 0.0000, 0.0000, 0.0000, 0.0000, 0.0000, 0.0000, 0.0000, 0.0000, 0.0005, 0.0033, 0.0050, 0.0714, 0.0658, 0.1319, 0.0050, 0.0120, 0.0103, 0.0290, 0.0060, 0.0000, 0.0000, 0.0001, 0.0010, 0.0018, 0.0478, 0.0172, 0.0044, 0.0021, 0.0085, 0.0005, 0.0002, 0.0002, 0.0056, 0.0000, 0.0000, 0.0000, 0.0000, 0.0000, 0.0006, 0.0000, 0.0000, 0.0000, 0.0000, 0.0000, 0.0000, 0.0000, 0.0000, 0.0000, 0.0000, 0.0000, 0.0000, 0.0000, 0.0000, 0.0008, 0.0002, 0.0000, 0.0000, 0.0000, 0.0000, 0.0000, 0.0000, 0.0000, 0.0000, 0.0000, 0.0000, 0.0000, 0.0000, 0.0000, 0.0000, 0.0000, 0.0000, 0.0000, 0.0000, 0.0000, 0.0000, 0.0000, 0.0000, 0.0000, 0.0000, 0.0000, 0.0000, 0.0000, 0.0000, 0.0000, 0.0000, 0.0000, 0.0000, 0.0000, 0.0000, 0.0000, 0.0000, 0.0000, 0.0000, 0.0000, 0.0000, 0.0000, 0.0000, 0.0000, 0.0000, 0.0000, 0.0000, 0.0000, 0.0001, 0.0000, 0.0000, 0.0001, 0.0000, 0.0000, 0.0000],
  "e_lumo_ev": [-5.60, -5.60],
  "energy_ev": -184836.4942,
  "spin_multiplicity": 2,
  "s_squared": 0.75,
  "homo_energy_ev": [-7.94, -11.82],
  "charge": 3,
  "homo_lumo_gap_ev": [2.34, 6.22]
}

---

{
  "formula": "C3H3ClIN",
  "method": "ωB97M-V/def2-TZVPD",
  "species": ["C", "C", "C", "N", "Cl", "I", "H", "H", "H"],
  "coordinates": [[-1.49, -0.56, -1.72], [-0.07, 0.05, 0.74], [-0.18, -0.24, -1.34], [-2.54, -0.69, -2.13], [0.26, 1.16, -2.18], [0.11, -1.82, 1.77], [0.87, 0.67, 0.95], [-0.95, 0.62, 0.92], [0.71, -0.89, -1.53]],
  "lowdin_charge": [-0.3659, -0.5724, -0.7118, 0.1790, 0.6720, 0.7004, 0.0267, -0.0093, 0.0812],
  "e_lumo_ev": -0.32,
  "energy_ev": -25270.0207,
  "spin_multiplicity": 1,
  "homo_energy_ev": -9.67,
  "charge": 0,
  "homo_lumo_gap_ev": 9.35,
  "e_above_lowest_kcal_mol": 48.2
}